ORCA calculation (the ωB97M-V functional and the def2-TZVPD basis) on a molecular structure, C43H60BrHfN8O2.

Geometry as ORCA input:
```
! RIJCOSX wB97M-V def2-TZVPD def2/J DEFGRID3
* xyz -1 1
Hf -8.46 -15.09 -15.47
C -11.06 -16.33 -21.35
C -10.43 -17.45 -20.41
C -9.42 -16.97 -19.46
C -8.08 -17.09 -19.53
C -7.34 -17.89 -20.49
C -7.06 -19.32 -19.96
C -7.56 -16.52 -18.32
C -6.24 -16.43 -17.95
C -5.72 -15.86 -16.74
C -4.74 -14.87 -16.61
C -4.03 -14.28 -17.74
C -2.60 -14.74 -17.90
C -4.65 -14.53 -15.23
C -5.65 -15.25 -14.53
C -5.99 -15.27 -13.11
C -7.26 -15.16 -12.60
N -8.43 -15.00 -13.32
C -9.49 -15.07 -12.43
C -10.75 -15.22 -12.77
C -11.27 -15.51 -14.09
N -10.49 -15.76 -15.20
C -11.33 -16.12 -16.23
C -11.05 -16.29 -17.62
C -9.79 -16.36 -18.17
N -8.61 -16.03 -17.50
C -12.64 -16.18 -15.74
C -12.61 -15.71 -14.39
C -13.70 -15.60 -13.41
C -13.74 -16.81 -12.47
C -13.94 -16.43 -16.57
C -14.40 -15.12 -17.16
C -8.92 -14.95 -11.07
C -7.57 -15.08 -11.16
C -6.55 -15.08 -10.07
C -6.18 -16.51 -9.68
C -9.70 -14.54 -9.87
C -9.64 -13.00 -9.78
N -6.25 -16.09 -15.46
C -3.79 -13.46 -14.61
C -4.48 -12.12 -14.79
H -11.56 -16.76 -22.22
H -10.32 -15.58 -21.68
H -11.79 -15.81 -20.76
H -10.00 -18.26 -21.00
H -11.27 -17.86 -19.83
H -6.38 -17.42 -20.67
H -7.84 -17.88 -21.45
H -6.28 -19.30 -19.23
H -6.68 -19.92 -20.78
H -7.98 -19.82 -19.58
H -5.53 -16.61 -18.72
H -4.00 -13.18 -17.69
H -4.50 -14.54 -18.70
H -2.01 -14.66 -16.98
H -2.14 -14.22 -18.78
H -2.58 -15.83 -18.17
H -5.13 -15.34 -12.43
H -11.54 -15.09 -12.01
H -11.85 -16.56 -18.26
H -14.68 -15.48 -13.90
H -13.62 -14.70 -12.78
H -14.01 -17.66 -13.07
H -14.48 -16.68 -11.71
H -12.75 -16.91 -12.00
H -14.70 -16.87 -15.90
H -13.78 -17.13 -17.39
H -14.50 -14.34 -16.38
H -15.36 -15.21 -17.67
H -13.68 -14.74 -17.89
H -7.05 -14.63 -9.17
H -5.66 -14.42 -10.27
H -7.11 -17.05 -9.56
H -5.57 -16.59 -8.77
H -5.60 -17.01 -10.44
H -9.29 -14.96 -8.96
H -10.72 -14.86 -9.98
H -8.61 -12.68 -9.71
H -10.15 -12.55 -8.90
H -10.04 -12.54 -10.66
H -2.76 -13.44 -15.05
H -3.63 -13.65 -13.52
H -4.65 -11.93 -15.82
H -3.91 -11.30 -14.38
H -5.45 -12.11 -14.30
N -9.89 -13.28 -16.25
C -9.24 -12.19 -16.97
C -9.74 -12.11 -18.42
C -9.44 -10.84 -19.30
C -9.64 -9.51 -18.59
N -8.54 -9.29 -17.67
C -8.73 -8.92 -16.40
N -9.86 -8.26 -16.00
N -7.76 -9.09 -15.51
C -7.73 -12.33 -16.81
O -7.00 -11.47 -17.28
O -7.29 -13.38 -16.18
H -10.65 -13.72 -16.73
H -10.33 -12.92 -15.40
H -9.54 -11.25 -16.42
H -10.80 -12.27 -18.32
H -9.35 -12.95 -18.99
H -10.13 -10.91 -20.13
H -8.42 -10.94 -19.65
H -10.63 -9.49 -18.13
H -9.74 -8.66 -19.25
H -7.70 -9.86 -17.75
H -10.62 -8.43 -16.61
H -10.13 -8.40 -15.03
H -6.99 -9.68 -15.78
H -8.10 -9.34 -14.57
C -7.29 -17.06 -15.21
H -7.13 -17.51 -14.22
H -7.24 -17.81 -16.01
Br -9.92 -10.71 -13.52
*
```

Output
Energy relative to the best compared isomer or geometry (same formula, charge and spin), kcal per mole: 0.0

These are the Mulliken partial charges, in e, on atoms 1 to 8: 1.77, -1.12, -1.26, 0.19, 0.30, -1.47, -1.19, 0.85



ORCA calculation (the ωB97M-V functional and the def2-TZVPD basis) on a molecular structure, C43H62Br2ClNO13S2Si2.

Geometry as ORCA input:
```
! RIJCOSX wB97M-V def2-TZVPD def2/J DEFGRID3
* xyz 0 1
C -3.53 -1.32 1.75
C -5.00 -1.80 1.78
C -5.66 -1.80 0.38
Cl -7.40 -2.27 0.59
Si -5.58 -0.04 -0.37
O -6.79 0.22 -1.50
C -5.97 1.15 1.06
C -5.67 2.59 0.51
O -4.06 0.38 -0.91
Si -3.60 -0.27 -2.42
C -4.64 0.42 -3.84
C -4.96 1.94 -3.58
C -3.77 2.90 -3.85
C -3.47 3.66 -2.51
C -2.71 4.99 -2.71
O -1.91 5.22 -1.52
C -2.27 6.37 -0.86
C -1.20 7.46 -0.88
O -3.33 6.52 -0.29
C -1.84 0.40 -2.69
C -1.39 -0.08 -4.09
C 0.15 -0.06 -4.32
S 1.15 -0.88 -3.04
C 1.82 0.46 -2.01
S 3.39 0.81 -1.99
N 0.86 1.19 -1.22
C 0.71 0.68 0.12
C -0.52 0.95 0.73
C -0.79 0.54 2.01
C 0.14 -0.18 2.75
C 1.34 -0.48 2.14
C 1.63 -0.06 0.85
C 1.06 2.62 -1.27
C 1.09 3.45 -0.16
C 1.26 4.81 -0.38
C 1.42 5.38 -1.61
C 1.39 4.54 -2.73
C 1.20 3.20 -2.53
C -3.41 -2.16 -2.37
Br -1.73 -2.80 -1.60
C -4.29 -3.08 -2.78
C -5.65 -2.69 -3.35
Br -3.94 -4.97 -2.63
H -2.93 -1.86 2.50
H -3.42 -0.25 1.99
H -3.05 -1.49 0.78
H -5.58 -1.22 2.50
H -4.98 -2.84 2.14
H -5.11 -2.56 -0.20
H -7.62 -0.06 -1.08
H -7.05 1.07 1.29
H -5.34 0.98 1.93
H -6.11 3.37 1.15
H -4.58 2.74 0.44
H -6.07 2.71 -0.50
H -4.10 0.37 -4.80
H -5.61 -0.06 -3.99
H -5.73 2.18 -4.34
H -5.44 2.10 -2.62
H -2.87 2.41 -4.24
H -4.12 3.69 -4.53
H -2.99 3.03 -1.76
H -4.46 3.92 -2.11
H -3.47 5.79 -2.70
H -2.09 5.03 -3.61
H -0.34 7.07 -0.32
H -0.89 7.58 -1.93
H -1.58 8.40 -0.47
H -1.22 -0.01 -1.89
H -1.81 1.49 -2.57
H -1.82 0.54 -4.90
H -1.73 -1.11 -4.29
H 0.34 -0.62 -5.24
H 0.51 0.96 -4.52
H -1.29 1.50 0.18
H -1.76 0.77 2.46
H -0.09 -0.53 3.76
H 2.05 -1.06 2.73
H 2.60 -0.33 0.43
H 0.96 3.05 0.84
H 1.29 5.47 0.50
H 1.57 6.44 -1.78
H 1.52 4.91 -3.75
H 1.14 2.54 -3.40
H -6.24 -2.05 -2.70
H -5.46 -2.23 -4.33
H -6.19 -3.62 -3.56
C 2.87 -6.36 0.09
C 2.90 -5.52 1.35
C 1.97 -4.35 1.35
O 2.61 -3.47 2.29
C 3.94 -3.75 2.24
O 4.79 -3.09 2.76
O 4.17 -4.87 1.51
H 2.16 -7.19 0.20
H 2.55 -5.78 -0.78
H 3.85 -6.78 -0.13
H 2.75 -6.16 2.22
H 0.96 -4.60 1.68
H 1.92 -3.83 0.39
C 6.45 -0.45 1.91
C 6.51 0.85 1.15
C 6.83 0.70 -0.31
O 7.36 1.99 -0.63
C 7.92 2.48 0.52
O 8.61 3.44 0.57
O 7.59 1.70 1.58
H 5.43 -0.83 1.91
H 7.09 -1.21 1.46
H 6.78 -0.32 2.94
H 5.58 1.41 1.29
H 5.94 0.48 -0.89
H 7.60 -0.04 -0.52
C 6.60 -3.32 5.33
C 6.67 -4.49 6.29
C 5.90 -5.71 5.86
O 5.64 -6.35 7.11
C 5.59 -5.37 8.05
O 5.22 -5.53 9.17
O 6.02 -4.19 7.54
H 7.44 -3.35 4.64
H 5.69 -3.34 4.73
H 6.63 -2.37 5.86
H 7.71 -4.73 6.52
H 6.47 -6.36 5.20
H 4.94 -5.47 5.39
*
```

These are the Mulliken partial charges, in e, on atoms 1 to 8: -0.35, -1.16, 0.61, -0.22, -0.49, -0.63, -0.51, -1.13



ORCA calculation (the ωB97M-V functional and the def2-TZVPD basis) on a molecular structure, C43H63AsGeN6O4STi.

Geometry as ORCA input:
```
! RIJCOSX wB97M-V def2-TZVPD def2/J DEFGRID3
* xyz 2 1
Ti 0.55 -1.10 0.45
C 5.92 3.47 -0.99
C 4.66 2.67 -0.85
C 3.70 2.63 -1.84
C 2.55 1.83 -1.72
C 1.56 1.66 -2.75
N 1.16 2.57 -3.58
C 1.43 4.01 -3.50
C 0.15 4.81 -3.72
C -1.05 4.31 -2.93
N -0.78 4.05 -1.52
C -1.29 4.76 -0.53
C -1.37 4.33 0.79
C -2.03 5.16 1.73
C -2.34 4.73 2.99
C -3.02 5.60 4.01
C -2.05 3.38 3.29
C -1.41 2.51 2.43
C -1.27 1.14 2.92
N -0.78 0.10 2.37
C -0.77 -1.07 3.25
C 0.58 -1.19 3.99
C 1.70 -0.29 3.50
N 1.95 -0.18 2.03
C 2.96 0.55 1.77
C 3.29 1.13 0.47
C 4.41 1.93 0.32
C 2.37 1.04 -0.58
O 1.32 0.28 -0.47
C -0.95 2.98 1.14
O -0.25 2.28 0.38
H 5.89 4.10 -1.88
H 6.79 2.82 -1.07
H 6.07 4.13 -0.13
H 3.86 3.19 -2.75
H 1.09 0.69 -2.84
H 0.47 2.27 -4.27
H 2.18 4.28 -4.24
H 1.83 4.19 -2.50
H -0.11 4.82 -4.78
H 0.38 5.84 -3.45
H -1.43 3.37 -3.34
H -1.86 5.04 -3.00
H -0.47 3.11 -1.22
H -1.72 5.72 -0.80
H -2.28 6.18 1.43
H -3.10 6.63 3.66
H -2.48 5.61 4.95
H -4.03 5.25 4.22
H -2.36 3.00 4.26
H -1.69 1.03 3.93
H -0.95 -1.96 2.64
H -1.59 -1.03 3.97
H 0.90 -2.23 4.02
H 0.44 -0.90 5.04
H 2.63 -0.57 3.99
H 1.47 0.73 3.82
H 3.60 0.89 2.59
H 5.12 2.00 1.14
C -6.14 -0.10 -0.98
C -4.92 0.26 -0.13
N -3.82 0.82 -0.93
C -3.87 2.25 -1.23
C -4.47 2.56 -2.59
C -2.84 0.05 -1.38
S -1.54 0.60 -2.31
N -3.02 -1.29 -1.17
C -2.20 -2.09 -0.62
O -1.19 -1.72 0.15
C -2.45 -3.55 -0.73
C -1.50 -4.47 -0.30
C -1.72 -5.83 -0.43
C -2.91 -6.29 -1.00
C -3.86 -5.37 -1.43
C -3.63 -4.01 -1.30
H -6.85 -0.66 -0.37
H -5.84 -0.73 -1.82
H -6.65 0.78 -1.36
H -4.55 -0.61 0.39
H -5.18 1.01 0.62
H -2.86 2.64 -1.16
H -4.46 2.72 -0.44
H -3.93 2.03 -3.37
H -4.40 3.63 -2.80
H -5.52 2.28 -2.65
H -0.58 -4.09 0.12
H -0.98 -6.55 -0.11
H -3.09 -7.35 -1.10
H -4.78 -5.73 -1.87
H -4.37 -3.30 -1.64
C 3.97 -1.13 -2.66
Ge 3.18 -2.48 -1.48
C 3.40 -4.20 -2.40
C 4.28 -2.51 0.15
C 1.25 -2.19 -1.21
H 4.81 -1.59 -3.18
H 4.35 -0.27 -2.10
H 3.26 -0.78 -3.41
H 4.47 -4.40 -2.53
H 2.94 -4.15 -3.39
H 2.96 -5.04 -1.87
H 5.17 -3.10 -0.05
H 3.77 -2.92 1.01
H 4.60 -1.50 0.41
H 0.77 -3.17 -1.21
H 0.87 -1.64 -2.08
C -0.23 -4.74 3.06
As 1.37 -4.17 2.18
C 2.78 -4.11 3.48
C 1.89 -5.45 0.85
O 1.19 -2.65 1.48
H -0.21 -5.82 3.15
H -1.10 -4.44 2.48
H -0.27 -4.29 4.06
H 3.25 -5.10 3.51
H 2.38 -3.87 4.46
H 3.51 -3.37 3.18
H 1.61 -6.44 1.19
H 2.97 -5.39 0.73
H 1.40 -5.22 -0.09
*
```

Output
Energy relative to the best compared isomer or geometry (same formula, charge and spin), kcal per mole: 36.5

These are the Mulliken partial charges, in e, on atoms 1 to 8: -0.56, -1.66, -0.29, -0.25, 0.24, -1.54, 0.07, -0.76



ORCA calculation (the ωB97M-V functional and the def2-TZVPD basis) on a molecular structure, C43H63N2O4PPt.

Geometry as ORCA input:
```
! RIJCOSX wB97M-V def2-TZVPD def2/J DEFGRID3
* xyz 2 1
Pt 0.16 0.88 1.42
N -0.08 2.79 2.05
C 1.12 3.59 1.71
C 2.38 2.79 1.93
O 3.45 3.27 2.09
N 2.17 1.34 1.85
C 3.13 0.62 2.29
C 1.77 -0.16 5.23
O 2.76 -0.27 5.81
O 0.79 -0.03 4.61
H -0.91 3.25 1.68
H -0.21 2.72 3.06
H 1.17 4.52 2.28
H 1.09 3.83 0.64
H 4.02 1.08 2.70
H 3.03 -0.45 2.26
C 4.44 3.09 -3.24
C 3.92 3.13 -1.80
C 3.78 4.57 -1.32
C 2.64 2.33 -1.70
C 1.43 2.85 -2.15
C 0.27 2.09 -2.19
C -0.83 2.60 -3.11
C -1.07 4.12 -3.04
C -0.43 2.26 -4.55
C 0.27 0.77 -1.64
C 1.53 0.17 -1.44
C 2.66 0.98 -1.40
C 1.77 -1.33 -1.53
C 2.25 -1.64 -2.96
C 2.80 -1.90 -0.55
C -1.00 -0.05 -1.72
C -1.18 -0.72 -2.94
C -2.29 -1.49 -3.23
C -3.28 -1.64 -2.28
C -3.13 -1.01 -1.06
C -2.02 -0.22 -0.74
P -2.06 0.54 0.95
C -3.09 2.10 0.74
C -4.40 1.84 -0.04
C -3.45 2.76 2.08
C -2.30 3.08 -0.13
C -2.92 -0.54 2.26
C -2.51 0.03 3.63
C -4.45 -0.58 2.20
C -2.42 -1.99 2.22
H 5.38 3.63 -3.32
H 3.72 3.57 -3.91
H 4.59 2.07 -3.58
H 4.66 2.63 -1.16
H 3.07 5.13 -1.93
H 4.74 5.09 -1.40
H 3.47 4.64 -0.28
H 1.40 3.85 -2.57
H -1.76 2.06 -2.91
H -0.38 4.65 -3.70
H -0.95 4.53 -2.04
H -2.08 4.36 -3.38
H 0.55 2.68 -4.79
H -1.16 2.68 -5.25
H -0.39 1.19 -4.73
H 3.62 0.52 -1.20
H 0.82 -1.85 -1.40
H 3.24 -1.24 -3.12
H 1.60 -1.22 -3.72
H 2.29 -2.72 -3.11
H 3.81 -1.59 -0.83
H 2.78 -2.99 -0.59
H 2.61 -1.59 0.47
H -0.41 -0.60 -3.69
H -2.37 -1.97 -4.20
H -4.16 -2.24 -2.48
H -3.91 -1.14 -0.33
H -5.09 1.18 0.46
H -4.20 1.46 -1.04
H -4.90 2.81 -0.15
H -4.20 2.21 2.63
H -3.87 3.75 1.87
H -2.60 2.91 2.75
H -2.41 2.81 -1.17
H -1.22 3.13 0.05
H -2.72 4.08 -0.01
H -2.98 0.98 3.86
H -1.43 0.12 3.72
H -2.84 -0.68 4.39
H -4.91 0.38 2.38
H -4.78 -1.24 3.01
H -4.86 -1.00 1.29
H -1.38 -2.07 2.51
H -2.59 -2.49 1.26
H -2.99 -2.55 2.97
C 1.13 -7.69 1.73
C 0.92 -6.23 1.46
C 0.30 -5.80 0.29
C 0.06 -4.46 0.05
C -0.63 -4.09 -1.24
C 0.48 -3.50 1.01
C 0.14 -2.14 0.73
O 0.51 -1.14 1.39
C 1.14 -3.93 2.20
C 1.58 -3.00 3.29
C 1.33 -5.28 2.39
H 0.93 -8.30 0.85
H 0.48 -8.02 2.53
H 2.16 -7.88 2.05
H -0.01 -6.53 -0.44
H -0.74 -4.97 -1.86
H -0.08 -3.35 -1.81
H -1.63 -3.69 -1.06
H -0.53 -1.98 -0.11
H 2.06 -2.11 2.89
H 2.27 -3.51 3.96
H 0.71 -2.67 3.87
H 1.82 -5.61 3.30
*
```

These are the Mulliken partial charges, in e, on atoms 1 to 8: 1.94, -0.70, -0.33, 0.31, -0.51, 0.40, -0.49, 0.82



no.,highest occupied orbital energy (eV),orbital gap (hartree)
1,-2.6,0.1740
2,-8.5,0.2738
3,-11.9,0.2339
4,-13.5,0.2673